Entry 1:
{"formula": "C3H2O3Rb", "method": "wB97M-V/def2-TZVPD", "elements": ["O", "O", "O", "C", "C", "C", "H", "Rb", "H"], "coordinates": [[-2.066, 0.443, -0.802], [-1.532, -0.757, 0.904], [-0.139, 0.895, 0.287], [-2.912, -0.740, -0.932], [-2.438, -1.516, 0.061], [-1.218, 0.316, 0.201], [-2.822, -2.424, 0.516], [3.156, 0.791, 1.065], [2.827, -1.900, 0.542]], "mulliken_charge": [-0.109, -0.356, -0.597, -0.711, -0.160, 0.704, 0.291, 0.339, -0.400], "e_homo_ev": -3.1, "total_charge": -1, "fmax_ev_per_a": 1.979, "total_energy_ev": -9937.9527, "lumo_ev": 1.4}

***

Entry 2:
{"formula": "C3H2O3Sm", "method": "wB97M-V/def2-TZVPD", "elements": ["C", "C", "O", "H", "H", "C", "O", "O", "Sm"], "coordinates": [[0.542, 5.515, 1.132], [-0.398, 4.919, 0.433], [-0.988, 3.881, 0.201], [-0.431, 6.146, 1.547], [1.500, 5.805, 0.704], [-0.573, 1.560, 0.768], [0.498, 1.541, 1.279], [-1.408, 0.838, 0.331], [1.274, -1.851, -0.899]], "mulliken_charge": [-0.594, 0.544, -0.485, 0.241, 0.310, 0.754, -0.379, -0.384, 0.992], "e_homo_ev": [-10.4, -12.4], "multiplicity": 8, "total_charge": 1, "fmax_ev_per_a": 6.611, "total_energy_ev": -27177.8518, "relative_energy_kcal_mol": 67.4, "lumo_ev": [-3.9, -4.8]}

***

Entry 3:
{"formula": "C3H2O3Y", "method": "wB97M-V/def2-TZVPD", "elements": ["H", "C", "O", "O", "C", "C", "O", "H", "Y"], "coordinates": [[0.978, -1.400, 0.150], [0.407, -0.435, -1.365], [1.351, -0.699, -0.513], [0.501, 0.027, -2.455], [-1.622, 1.062, 1.076], [-1.221, 0.297, 0.238], [-0.832, -0.607, -0.622], [-1.959, 1.781, 1.799], [2.398, -0.027, 1.692]], "mulliken_charge": [0.420, 0.673, -0.389, -0.329, -0.323, 0.162, -0.417, 0.398, 0.805], "e_homo_ev": [-11.9, -11.7], "total_charge": 1, "fmax_ev_per_a": 5.112, "total_energy_ev": -10315.1422, "relative_energy_kcal_mol": 92.5, "lumo_ev": [-5.5, -5.3]}

***

Entry 4:
{"formula": "C3H2O4", "method": "wB97M-V/def2-TZVPD", "elements": ["C", "C", "C", "H", "H", "O", "O", "O", "O"], "coordinates": [[0.215, -0.779, 0.422], [-0.782, -0.062, -0.374], [-0.207, 1.376, -0.615], [2.204, -1.172, 0.639], [-0.873, 2.190, -1.177], [1.459, -0.903, -0.110], [-0.055, -1.048, 1.594], [-2.002, -0.277, -0.525], [1.013, 1.699, -0.467]], "mulliken_charge": [0.574, 0.530, 0.043, 0.394, 0.312, -0.462, -0.493, -0.467, -0.432], "e_homo_ev": -10.5, "total_charge": 0, "fmax_ev_per_a": 5.263, "total_energy_ev": -11331.0145, "relative_energy_kcal_mol": 48.8, "lumo_ev": -1.8}

***

Entry 5:
{"formula": "C3H2O4", "method": "wB97M-V/def2-TZVPD", "elements": ["C", "C", "C", "O", "O", "O", "O", "H", "H"], "coordinates": [[0.045, -0.696, -0.474], [-0.988, 0.366, -0.224], [1.195, 0.250, 0.507], [0.858, -1.039, 0.654], [-0.347, 1.071, 0.799], [-1.779, -0.412, 0.540], [2.200, 0.856, 0.689], [-1.377, 0.873, -1.110], [0.193, -1.269, -1.381]], "mulliken_charge": [-0.368, 0.446, 0.604, -0.195, -0.455, -0.404, -0.415, 0.354, 0.434], "e_homo_ev": [-10.7, -10.2], "total_charge": 0, "fmax_ev_per_a": 5.637, "total_energy_ev": -11326.4073, "relative_energy_kcal_mol": 155.0, "lumo_ev": [-2.5, -1.9]}

***

Entry 6:
{"formula": "C3H31N2O12", "method": "wB97M-V/def2-TZVPD", "elements": ["O", "C", "N", "C", "N", "C", "H", "H", "H", "H", "H", "H", "H", "H", "H", "H", "H", "O", "H", "H", "O", "H", "H", "O", "H", "H", "O", "H", "H", "O", "H", "H", "O", "H", "H", "O", "H", "H", "O", "H", "H", "O", "H", "H", "O", "H", "H", "O"], "coordinates": [[-1.874, 2.233, -0.252], [-0.690, 2.004, -0.390], [0.160, 2.226, 0.598], [-0.311, 1.146, -1.571], [-1.488, 0.306, -1.968], [-1.001, -0.747, -2.999], [-0.078, 3.040, 1.170], [1.144, 1.859, 0.683], [0.052, 1.687, -2.515], [0.555, 0.402, -1.485], [-2.214, 1.024, -2.326], [-1.948, -0.001, -1.108], [0.086, -0.915, -2.945], [-1.176, -0.383, -3.947], [-1.482, -1.677, -2.918], [-1.004, -3.326, 1.305], [-0.384, -1.973, 1.964], [-0.724, -2.454, 1.101], [1.942, -0.801, 0.425], [2.776, -1.631, -0.517], [2.554, -0.719, -0.314], [0.236, -2.544, -0.494], [-0.084, -3.448, -1.664], [0.500, -2.849, -1.318], [-2.023, -1.622, 0.315], [-3.615, -1.493, -0.082], [-2.749, -1.030, 0.022], [3.489, 1.068, -2.225], [3.112, 0.794, -0.914], [3.384, 1.414, -1.372], [0.579, -0.962, 3.980], [-0.868, -0.674, 3.617], [-0.096, -1.366, 3.443], [-3.187, 0.139, 3.627], [-2.190, 1.246, 3.347], [-2.214, 0.424, 3.706], [-3.083, 0.318, 1.010], [-3.477, 1.727, 1.052], [-3.432, 0.994, 1.527], [2.048, -3.768, -0.709], [2.424, -3.765, 0.810], [2.766, -3.481, -0.110], [0.734, 3.623, -2.015], [2.137, 2.807, -1.561], [1.512, 3.176, -2.301], [3.661, 2.732, 1.517], [2.849, 2.613, 2.876], [2.688, 2.630, 1.924]], "mulliken_charge": [-0.456, 0.375, -0.054, -0.261, 0.042, -0.886, 0.280, 0.275, 0.611, 0.058, 0.456, 0.181, 0.360, 0.400, 0.379, 0.299, 0.327, -0.704, 0.134, 0.340, -0.639, 0.380, 0.282, -0.588, 0.408, 0.327, -0.819, 0.301, 0.291, -0.527, 0.315, 0.418, -0.693, 0.337, 0.299, -0.666, 0.525, 0.312, -0.460, 0.346, 0.323, -0.684, 0.289, 0.379, -0.617, 0.358, 0.300, -0.654], "e_homo_ev": [-16.4, -16.4], "multiplicity": 2, "total_charge": 2, "fmax_ev_per_a": 12.713, "total_energy_ev": -31144.0848, "relative_energy_kcal_mol": 105.6, "lumo_ev": [-7.1, -13.0]}

***

Entry 7:
{"formula": "C3H32N6O13", "method": "wB97M-V/def2-TZVPD", "elements": ["O", "H", "H", "O", "H", "H", "O", "H", "H", "O", "H", "H", "O", "H", "H", "O", "H", "H", "O", "H", "H", "O", "H", "H", "O", "H", "H", "O", "H", "H", "C", "O", "N", "N", "H", "H", "H", "H", "C", "O", "N", "N", "H", "H", "H", "H", "C", "O", "N", "N", "H", "H", "H", "H"], "coordinates": [[2.564, 0.010, -0.606], [3.337, -0.369, -0.188], [1.874, -0.065, 0.053], [-2.629, 0.511, -0.991], [-2.265, 0.527, -1.876], [-3.506, 0.142, -1.099], [-2.491, -2.526, 0.852], [-2.329, -3.332, 0.360], [-3.437, -2.394, 0.791], [0.718, 3.133, -0.770], [0.852, 4.020, -1.106], [1.521, 2.935, -0.289], [0.211, -1.547, 2.486], [1.032, -1.058, 2.554], [-0.471, -0.877, 2.518], [-1.571, 0.023, 2.513], [-1.306, 0.928, 2.348], [-2.273, -0.140, 1.884], [-2.020, -2.300, 3.184], [-1.878, -2.280, 2.237], [-1.586, -1.512, 3.509], [-3.515, -0.375, 1.455], [-3.403, 0.280, 0.766], [-3.991, -1.090, 1.032], [1.203, -0.454, -2.123], [1.852, -0.635, -2.802], [1.720, -0.232, -1.349], [2.491, 2.460, 0.194], [3.266, 2.919, -0.131], [2.556, 1.583, -0.184], [-0.615, 2.041, -2.929], [-1.380, 1.413, -3.633], [-0.991, 2.388, -1.726], [0.603, 2.465, -3.183], [-0.394, 2.986, -1.173], [-1.912, 2.073, -1.459], [1.075, 2.686, -2.318], [1.129, 2.076, -3.953], [2.898, -2.320, 0.726], [3.828, -3.065, 0.767], [2.009, -2.226, -0.135], [2.558, -1.490, 1.592], [1.193, -1.672, 0.083], [1.987, -2.839, -0.938], [3.295, -1.090, 2.155], [1.620, -1.167, 1.398], [0.057, -0.233, 0.155], [1.134, -0.538, 0.679], [-1.066, -0.902, 0.215], [-0.090, 0.863, -0.447], [-1.870, -0.504, -0.249], [-1.320, -1.702, 0.777], [-0.939, 0.968, -0.983], [0.666, 1.505, -0.640]], "mulliken_charge": [-0.844, 0.333, -0.094, -0.890, 0.188, 0.357, -0.490, 0.274, 0.231, -0.810, 0.382, 0.340, -0.752, 0.449, 0.041, -0.764, 0.287, 0.409, -0.753, 0.441, 0.467, -0.618, 0.405, 0.279, -0.562, 0.316, 0.592, -0.674, 0.330, 0.366, 0.783, -0.771, -0.782, -0.427, 0.333, 0.474, 0.366, 0.249, 0.155, -0.782, -0.074, -0.505, -0.543, 0.286, 0.069, 1.280, 0.706, -0.671, 0.440, 0.469, 0.480, -0.003, -0.700, -0.067], "e_homo_ev": -8.0, "total_charge": 0, "fmax_ev_per_a": 14.527, "total_energy_ev": -39169.6378, "relative_energy_kcal_mol": 498.2, "lumo_ev": -1.0}